Record 1
# C17H16N3

A cluster of 2 separate species, C17H16N3 in total in a non-equilibrium geometry (wB97M-V/def2-TZVPD, the Open Molecules 2025 dataset).

Structure (ORCA input):
```
! RIJCOSX wB97M-V def2-TZVPD def2/J DEFGRID3
* xyz 1 1
C 0.942 2.505 0.245
C -0.283 1.828 -0.171
N -0.789 0.790 0.484
C -2.072 0.260 0.245
C -3.067 0.761 -0.567
C -4.259 0.011 -0.656
C -4.419 -1.198 0.058
C -3.397 -1.680 0.889
C -2.226 -0.935 0.989
C -1.021 -1.124 1.743
C -0.154 -0.039 1.448
C 1.092 0.092 2.033
C 1.484 -0.928 2.925
C 0.644 -2.018 3.213
C -0.625 -2.128 2.619
H 0.922 3.486 -0.252
H 1.043 2.696 1.329
H 1.809 1.934 -0.118
H -1.011 2.415 -0.739
H -2.924 1.701 -1.104
H -5.070 0.375 -1.292
H -5.357 -1.755 -0.041
H -3.498 -2.610 1.454
H 1.732 0.939 1.817
H 2.471 -0.841 3.387
H 0.995 -2.785 3.911
H -1.299 -2.959 2.821
N 2.174 0.614 -2.048
C 3.241 1.267 -2.460
N 3.975 0.492 -3.328
C 3.306 -0.709 -3.481
C 2.181 -0.606 -2.685
H 3.554 2.265 -2.201
H 4.851 0.751 -3.784
H 3.638 -1.515 -4.106
H 1.415 -1.351 -2.575
*
```

Summary:
Relative energy (zero: lowest compared OMol25 entry of this formula, charge and spin) (kJ/mol): 72.1
E_HOMO (eV): -11.558
Gap between HOMO and LUMO (Eh): 0.25294

These are the Mulliken partial charges, in e, on atoms 1 to 4:
1 C -1.63
2 C 0.64
3 N 0.35
4 C 0.46

=====

Record 2
# C6H14NO

A cluster of 2 separate species, C6H14NO in total in a non-equilibrium geometry (wB97M-V/def2-TZVPD, the Open Molecules 2025 dataset).

Structure (ORCA input):
```
! RIJCOSX wB97M-V def2-TZVPD def2/J DEFGRID3
* xyz -1 1
C -0.685 1.897 -0.208
O 0.028 0.792 -0.575
C -0.261 2.398 1.183
N -0.991 3.625 1.553
H -0.562 2.777 -0.882
H -1.779 1.686 -0.184
H -0.482 1.626 1.919
H 0.811 2.596 1.061
H -1.126 3.777 2.538
H -0.607 4.454 1.133
C 1.715 -1.600 -0.285
C 0.470 -2.402 -0.487
C 0.073 -3.342 0.380
C -0.350 -2.065 -1.689
H 2.395 -1.791 -1.127
H 2.190 -1.834 0.668
H 1.463 -0.519 -0.388
H -0.781 -3.989 0.209
H 0.558 -3.471 1.344
H -1.242 -2.691 -1.711
H 0.257 -2.139 -2.597
H -0.620 -0.998 -1.571
*
```

Summary:
Relative energy (zero: lowest compared OMol25 entry of this formula, charge and spin) (kJ/mol): 96.5
E_HOMO (eV): -2.711
Gap between HOMO and LUMO (Eh): 0.24836

These are the Mulliken partial charges, in e, on atoms 1 to 4:
1 C -0.68
2 O -0.74
3 C -0.30
4 N -0.54

=====

Record 3
# C38H43IrN3O4S3Si

A structure of composition C38H43IrN3O4S3Si in a non-equilibrium geometry (wB97M-V/def2-TZVPD, the Open Molecules 2025 dataset).

Structure (ORCA input):
```
! RIJCOSX wB97M-V def2-TZVPD def2/J DEFGRID3
* xyz 0 2
Ir 2.081 0.474 0.706
C 1.220 -2.025 -0.841
N 2.056 -1.798 0.371
C 3.468 -2.194 0.168
C 4.225 -1.115 -0.554
N 4.146 0.164 0.186
C 5.030 0.167 1.391
C 4.512 1.310 -0.658
C 5.414 1.204 -1.705
C 5.738 2.335 -2.442
C 5.164 3.559 -2.125
C 4.258 3.657 -1.080
C 3.928 2.529 -0.339
S 2.758 2.629 0.981
C 1.552 -2.508 1.542
C 1.192 -3.847 1.504
C 0.760 -4.469 2.664
C 0.703 -3.756 3.860
C 1.076 -2.426 3.900
C 1.511 -1.803 2.731
S 1.963 -0.109 2.800
H 1.403 -3.013 -1.270
H 1.437 -1.267 -1.592
H 0.169 -1.941 -0.574
H 3.522 -3.130 -0.394
H 3.909 -2.377 1.146
H 3.802 -0.950 -1.546
H 5.267 -1.421 -0.675
H 6.053 -0.067 1.086
H 4.677 -0.558 2.119
H 4.994 1.154 1.842
H 5.876 0.258 -1.955
H 6.441 2.254 -3.260
H 5.404 4.439 -2.707
H 3.784 4.601 -0.842
H 1.229 -4.400 0.573
H 0.459 -5.507 2.634
H 0.351 -4.239 4.761
H 1.015 -1.860 4.821
C -1.432 2.687 -3.169
C -0.250 2.327 -2.267
C 0.602 3.573 -2.021
C 0.625 1.279 -2.977
Si -0.887 1.614 -0.617
O 0.359 0.687 0.050
C -1.393 2.996 0.540
C -2.410 3.898 0.204
C -2.753 4.942 1.049
C -2.091 5.108 2.258
C -1.091 4.221 2.621
C -0.751 3.179 1.768
C -2.324 0.491 -0.953
C -3.617 0.766 -0.492
C -4.676 -0.089 -0.773
C -4.470 -1.249 -1.504
C -3.193 -1.552 -1.957
C -2.140 -0.694 -1.681
H -1.060 3.013 -4.147
H -2.020 3.510 -2.757
H -2.100 1.839 -3.328
H 0.985 3.961 -2.973
H 1.455 3.354 -1.386
H 0.029 4.368 -1.539
H 0.979 1.670 -3.938
H 0.078 0.356 -3.182
H 1.512 1.029 -2.382
H -2.948 3.786 -0.731
H -3.541 5.628 0.764
H -2.359 5.924 2.917
H -0.576 4.338 3.567
H 0.026 2.487 2.072
H -3.805 1.653 0.101
H -5.666 0.142 -0.399
H -5.287 -1.936 -1.692
H -3.025 -2.470 -2.506
H -1.147 -0.960 -2.037
N -1.394 -1.125 1.900
C -2.422 -1.978 1.536
C -3.735 -1.725 1.927
C -4.753 -2.556 1.502
C -4.485 -3.633 0.658
C -3.165 -3.942 0.352
C -2.142 -3.118 0.781
S -5.819 -4.616 -0.007
O -5.272 -5.143 -1.249
O -6.097 -5.627 1.003
O -6.890 -3.649 -0.199
H -0.557 -1.183 1.340
H -1.631 -0.194 2.201
H -3.950 -0.844 2.524
H -5.784 -2.358 1.769
H -2.969 -4.806 -0.270
H -1.115 -3.330 0.501
*
```

Summary:
E_HOMO (spin up / spin down) (eV): -6.798 / -6.784
Gap between HOMO and LUMO (spin up / spin down) (Eh): 0.15248 / 0.12217

These are the Mulliken partial charges, in e, on atoms 1 to 4:
1 Ir 1.59
2 C -1.16
3 N 1.33
4 C -1.32

=====

Record 4
# C10H36N8O8

A cluster of 8 separate species, C10H36N8O8 in total in a non-equilibrium geometry (wB97M-V/def2-TZVPD, the Open Molecules 2025 dataset).

Structure (ORCA input):
```
! RIJCOSX wB97M-V def2-TZVPD def2/J DEFGRID3
* xyz 0 1
C 6.335 7.874 11.388
C 7.092 9.212 11.436
C 6.205 10.432 12.030
O 8.189 9.015 12.282
H 5.514 7.938 10.728
H 5.944 7.834 12.422
H 7.006 7.070 11.190
H 7.399 9.489 10.447
H 6.749 11.375 11.912
H 6.101 10.290 13.114
H 5.269 10.513 11.459
H 8.767 8.405 11.722
C 8.891 4.098 6.677
C 7.637 4.896 6.249
C 7.265 5.812 7.399
O 7.912 5.665 5.033
H 9.385 3.469 5.858
H 8.506 3.459 7.539
H 9.557 4.751 7.188
H 6.790 4.269 6.058
H 7.936 6.617 7.710
H 7.129 5.210 8.298
H 6.341 6.331 7.179
H 8.717 5.257 4.630
C 11.696 8.338 5.602
O 11.074 7.364 6.114
N 13.044 8.141 5.136
N 11.204 9.545 5.321
H 13.529 8.890 4.630
H 13.407 7.231 5.268
H 10.203 9.729 5.534
H 11.846 10.356 5.196
C 10.313 6.358 11.136
O 9.216 6.910 10.801
N 10.372 5.015 11.527
N 11.524 6.883 10.989
H 11.136 4.725 12.118
H 9.452 4.739 11.860
H 11.638 7.758 10.526
H 12.403 6.441 11.346
C 12.744 10.250 10.449
O 13.772 9.639 10.557
N 12.039 10.251 9.303
N 12.253 10.966 11.490
H 12.446 9.750 8.567
H 11.062 10.533 9.293
H 11.452 11.615 11.462
H 12.852 10.862 12.320
C 7.444 9.767 5.824
O 8.459 10.431 6.125
N 6.219 10.106 6.189
N 7.615 8.616 5.178
H 6.025 10.797 6.888
H 5.437 9.506 6.046
H 6.895 7.886 5.361
H 8.511 8.234 4.928
O 9.437 11.240 10.839
H 9.218 10.604 10.111
H 9.318 10.787 11.666
O 8.993 9.044 8.629
H 8.961 9.476 7.770
H 9.658 8.391 8.449
*
```

Summary:
Relative energy (zero: lowest compared OMol25 entry of this formula, charge and spin) (kJ/mol): 0.0
E_HOMO (eV): -9.355
SMILES: NC(N)=O.NC(N)=O.NC(N)=O.NC(N)=O.CC(C)O.CC(C)O.O.O
Gap between HOMO and LUMO (Eh): 0.36179

These are the Mulliken partial charges, in e, on atoms 1 to 4:
1 C -1.36
2 C 1.12
3 C -1.41
4 O -0.66

=====

Record 5
# C5H12FN2

A cluster of 2 separate species, C5H12FN2 in total in a non-equilibrium geometry (wB97M-V/def2-TZVPD, the Open Molecules 2025 dataset).

Structure (ORCA input):
```
! RIJCOSX wB97M-V def2-TZVPD def2/J DEFGRID3
* xyz 1 1
C -0.186 -0.025 -0.276
C 0.844 0.421 0.378
C -2.190 -1.044 0.862
C -1.615 0.135 0.153
C 3.069 0.091 -0.494
N 3.806 0.455 0.634
N -2.406 0.419 -1.109
F 3.309 -1.198 -0.739
H -0.190 -0.540 -1.324
H 0.868 0.893 1.307
H -1.577 -1.480 1.597
H -3.111 -0.911 1.346
H -2.487 -1.836 0.144
H -1.860 1.034 0.887
H 2.865 0.706 -1.379
H 4.496 -0.115 1.289
H 3.896 1.471 0.787
H -2.679 1.411 -0.969
H -3.192 -0.262 -1.217
H -1.662 0.375 -1.877
*
```

Summary:
Relative energy (zero: lowest compared OMol25 entry of this formula, charge and spin) (kJ/mol): 388.7
E_HOMO (eV): -11.113
Gap between HOMO and LUMO (Eh): 0.29393

These are the Mulliken partial charges, in e, on atoms 1 to 4:
1 C -0.34
2 C -0.91
3 C -1.59
4 C 0.73

=====

Record 6
# C5H12AsBrFIO2P

A structure of composition C5H12AsBrFIO2P in a non-equilibrium geometry (wB97M-V/def2-TZVPD, the Open Molecules 2025 dataset).

Structure (ORCA input):
```
! RIJCOSX wB97M-V def2-TZVPD def2/J DEFGRID3
* xyz -1 1
C 3.181 -0.305 -0.030
C 2.137 0.629 0.754
C 0.979 1.259 -0.156
I 1.723 1.995 -2.112
As -0.582 0.021 -0.540
C -2.197 -1.110 -1.081
C -2.252 -2.542 -0.404
O -1.944 -2.701 0.785
F -2.707 -3.715 -1.124
P -1.823 0.743 1.279
O -2.067 2.441 0.998
Br -0.670 0.593 3.230
H 2.681 -1.235 -0.461
H 3.934 -0.677 0.766
H 3.801 0.254 -0.806
H 2.748 1.519 1.167
H 1.772 0.040 1.656
H 0.576 2.184 0.406
H -1.228 1.207 -1.366
H 0.143 -0.418 -1.850
H 0.077 -1.164 0.256
H -3.133 -0.540 -0.710
H -2.324 -1.155 -2.227
H -2.823 2.677 1.572
*
```

Summary:
E_HOMO (eV): -3.881
Gap between HOMO and LUMO (Eh): 0.24295

These are the Mulliken partial charges, in e, on atoms 1 to 4:
1 C -1.01
2 C -0.19
3 C -0.93
4 I -0.09

=====

| no. | total energy (Eh) |
| --- | --- |
| 1 | -821.43989 |
| 2 | -366.96490 |
| 3 | -3527.46383 |
| 4 | -1442.72864 |
| 5 | -406.67304 |
| 6 | -5896.81984 |